1.
Computed, not measured: a 2-piece molecular cluster, C5H7N3 overall, with the ωB97M-V functional and the def2-TZVPD basis.

XYZ file:
```
15
Properties=species:S:1:pos:R:3:forces:R:3:nbo_charge:R:1
C -3.487300 0.236048 0.511503 -0.2 0.6 0.4 0.2181
C -0.379535 0.915199 0.704809 0.3 0.0 -1.4 -0.2910
C -3.274245 -0.196516 -0.785803 -0.2 -1.2 -1.3 -0.1583
C -3.175056 -0.721140 -1.877839 -0.4 2.2 4.5 -0.0394
C 1.341417 1.168697 -0.946429 -0.9 0.4 -3.0 -0.4260
N -3.645812 0.671882 1.570543 0.0 -0.4 -0.6 -0.2527
N 0.202862 -0.810303 -0.806606 -0.7 0.0 -1.0 -0.6038
N 0.225752 0.412283 -0.353174 0.1 -0.9 1.9 -0.0442
H -0.151280 1.906276 0.878251 0.4 1.9 0.4 0.1763
H -2.925007 -1.064240 -2.781763 0.6 -1.2 -2.9 0.2259
H -1.167462 0.508827 1.284056 -0.2 -1.0 0.0 0.2061
H 1.362146 0.698166 -2.036540 0.7 1.1 2.5 0.2443
H 1.128520 2.265995 -1.059953 -0.2 -1.1 0.3 0.2109
H 2.217101 1.069948 -0.328291 0.4 -0.4 -0.1 0.2235
H -0.650630 -1.268774 -0.473509 0.3 0.1 0.4 0.3101
```
Forces are in eV/Å.

Values from the calculation:
E_HOMO = -7.803 eV
Relative energy (zero: lowest compared OMol25 entry of this formula, charge and spin) = 146.3 kcal/mol
DFT total energy = -358.78518 hartree


2.
Computed, not measured: C5H7N3 as an isolated structure, with the ωB97M-V functional and the def2-TZVPD basis.

XYZ file:
```
15
Properties=species:S:1:pos:R:3:forces:R:3:nbo_charge:R:1
C -0.886251 0.743051 -2.951530 -1.4 -4.0 3.7 0.2636
C -1.216503 -0.197089 -1.759955 1.9 -0.6 -4.5 -0.5103
C -0.048848 -0.089701 -0.775697 -2.1 -3.1 5.0 -0.0391
C 0.316112 0.416053 2.187813 0.2 -3.5 2.9 -0.2464
C 1.330310 -0.422187 1.394077 0.0 1.1 4.4 -0.3151
H -2.127526 0.224202 -1.463060 -1.2 -0.1 1.4 0.2603
H -1.362857 -1.314360 -2.185948 0.3 2.7 1.0 0.2636
H 1.279836 0.169187 -0.895687 -4.9 -0.6 -1.5 0.2406
H -0.223335 1.280774 1.827209 -0.2 -0.3 -0.3 0.2193
H 0.328226 0.268075 3.451242 0.1 0.8 -3.9 0.2182
H 2.180673 -0.693441 2.491335 -2.1 0.2 -4.5 0.2418
H 1.458264 0.014231 0.237868 1.1 -1.9 5.0 0.2027
N -0.181406 1.395139 -3.525178 2.1 2.9 -2.9 -0.3323
N -0.716380 -0.702952 0.386737 2.6 2.3 -5.0 -0.2373
N -0.130314 -1.090982 1.580774 3.7 4.2 -0.9 -0.2295
```
Forces are in eV/Å.

Values from the calculation:
E_HOMO = -9.471 eV
Relative energy (zero: lowest compared OMol25 entry of this formula, charge and spin) = 250.0 kcal/mol
DFT total energy = -358.62001 hartree


3.
Computed, not measured: C10H10N2PdS7 as an isolated structure, with the ωB97M-V functional and the def2-TZVPD basis.

XYZ file:
```
30
Properties=species:S:1:pos:R:3:forces:R:3:mulliken_spin:R:1
Pd -0.478689 2.184068 0.052546 0.0 0.2 -0.2 0.0303
S 1.084850 3.226635 1.406291 0.0 0.0 0.0 0.4434
S 0.568497 5.104792 1.722421 0.0 0.0 0.0 0.5453
S 1.979375 3.870517 -2.099285 0.0 0.0 0.0 0.5049
S 0.063976 3.430599 -1.869480 0.0 0.1 0.0 0.4744
S -2.067830 1.064070 -1.225273 -0.1 0.0 0.0 -0.0001
C -2.493354 -0.303559 -0.210610 0.0 0.0 0.0 -0.0023
C -3.272770 -1.343770 -0.728226 0.0 0.0 0.0 0.0027
C -3.626809 -2.440961 0.042373 0.0 0.0 0.0 -0.0006
C -3.197896 -2.514660 1.364891 0.0 0.0 0.0 0.0011
C -2.424221 -1.492245 1.891361 0.0 0.0 0.0 0.0012
C -2.057723 -0.378724 1.126479 0.0 0.0 0.0 -0.0012
S -1.070832 0.880800 1.844828 0.0 -0.2 0.0 -0.0031
H -3.596202 -1.275490 -1.761635 0.0 0.0 0.0 0.0001
H -4.224894 -3.236625 -0.388613 0.0 0.0 0.0 -0.0001
H -3.453298 -3.370876 1.979587 0.0 0.0 0.0 0.0002
H -2.071417 -1.546514 2.915244 0.0 0.0 0.0 0.0008
C 3.880365 0.749978 0.008891 0.0 0.0 0.0 0.0010
N 2.711717 0.018218 -0.423143 0.0 0.0 0.0 0.0030
C 1.965465 0.321796 -1.554883 0.0 0.0 0.1 -0.0042
C 0.889752 -0.482490 -1.546725 0.0 -0.2 0.1 -0.0038
N 1.008383 -1.290139 -0.427422 0.0 0.0 0.0 0.0001
C 2.134075 -0.992266 0.269060 0.0 0.0 -0.1 -0.0003
S 2.731419 -1.777665 1.638816 0.0 0.0 0.0 0.0004
H 3.807307 1.763570 -0.383047 0.0 0.0 0.0 0.0003
H 4.797136 0.268135 -0.339533 0.0 0.0 0.0 -0.0010
H 3.887890 0.776331 1.095908 0.0 0.0 0.0 -0.0017
H 2.222924 1.148888 -2.192365 0.0 0.0 0.0 0.0059
H 0.016744 -0.490276 -2.171801 0.0 0.0 0.0 0.0036
H 0.286059 -1.872140 -0.036653 0.0 0.0 0.0 -0.0001
```
Forces are in eV/Å.

Values from the calculation:
Net charge = -2
E_HOMO (spin up / spin down) = -1.213 / -1.258 eV
Relative energy (zero: lowest compared OMol25 entry of this formula, charge and spin) = 4.8 kcal/mol
DFT total energy = -3411.93888 hartree
Multiplicity = 3


4.
Computed, not measured: a 2-piece molecular cluster, C4H12PS overall, with the ωB97M-V functional and the def2-TZVPD basis.

XYZ file:
```
18
Properties=species:S:1:pos:R:3:forces:R:3:nbo_charge:R:1
C 0.134042 1.471387 -1.599565 0.2 0.0 -0.1 -0.6160
C 0.186245 -1.850996 -0.487538 -0.2 0.0 0.4 -0.9868
C 1.659481 0.174730 1.113360 -0.3 -0.1 0.1 -0.9885
C -0.767011 0.986946 -0.469495 -0.1 -0.4 0.5 -0.7261
P 0.018689 -0.351698 0.530851 0.3 0.4 -0.9 1.3756
S -3.240525 -1.079630 2.168895 0.1 0.0 -0.2 -0.0623
H -0.418493 2.202912 -2.186848 0.0 0.0 0.0 0.2560
H 1.029278 1.960267 -1.218856 0.0 0.0 0.0 0.2217
H 0.423622 0.661439 -2.267240 0.0 0.0 0.0 0.2185
H -0.773076 -2.087284 -0.946706 0.0 0.0 0.0 0.2755
H 0.485666 -2.693807 0.138044 0.0 0.1 0.0 0.2797
H 0.937792 -1.706652 -1.264148 0.1 0.1 0.0 0.2756
H 2.314931 0.342561 0.255704 -0.1 0.0 -0.1 0.2765
H 2.105583 -0.591213 1.745822 -0.1 -0.1 0.0 0.2798
H 1.574927 1.098036 1.685059 0.0 0.0 0.0 0.2765
H -1.704131 0.581323 -0.862005 0.1 0.0 0.1 0.2631
H -1.020359 1.815238 0.196846 0.0 -0.1 0.1 0.2655
H -2.946661 -0.933558 3.467819 0.0 0.0 0.1 0.1157
```
Forces are in eV/Å.

Values from the calculation:
Net charge = +1
E_HOMO (spin up / spin down) = -13.649 / -13.061 eV
Relative energy (zero: lowest compared OMol25 entry of this formula, charge and spin) = 84.7 kcal/mol
DFT total energy = -898.80181 hartree